Formula: C42H120O18
Source: the Open Molecules 2025 dataset
Level of theory: the ωB97M-V functional and the def2-TZVPD basis

Last columns: bonded neighbours and bond lengths (Å).
Positions of all 180 atoms, in Å:
1 C 0.0572 5.5657 -0.4240  C2 1.492, H5 1.096, H6 1.042, H7 1.098
2 C -1.1183 4.9192 0.2278  C1 1.492, C3 1.533, O4 1.469, H8 1.087
3 C -2.4262 5.2163 -0.5137  C2 1.533, H9 1.117, H10 1.106, H11 1.084
4 O -1.0707 3.4631 0.4130  C2 1.469, H12 0.959
5 H 0.9796 5.2959 0.1022  C1 1.096
6 H 0.0114 6.6000 -0.3028  C1 1.042
7 H 0.2059 5.3969 -1.4987  C1 1.098
8 H -1.2562 5.3178 1.2299  C2 1.087
9 H -2.6353 6.3113 -0.4433  C3 1.117
10 H -3.3111 4.6863 -0.1146  C3 1.106
11 H -2.2819 4.9616 -1.5574  C3 1.084
12 H -0.7121 3.0335 -0.3662  O4 0.959
13 C 0.9970 -3.7949 1.4032  C14 1.496, H17 1.102, H18 1.072, H19 1.094
14 C 2.0069 -4.3014 0.4219  C13 1.496, C15 1.524, O16 1.460, H20 1.084
15 C 1.8097 -5.7766 0.0926  C14 1.524, H21 1.084, H22 1.078, H23 1.060
16 O 2.0434 -3.5585 -0.8342  C14 1.460, H24 0.996
17 H -0.0405 -3.8750 1.0420  C13 1.102
18 H 1.1698 -2.7629 1.6380  C13 1.072
19 H 1.1286 -4.3486 2.3381  C13 1.094
20 H 2.9949 -4.1061 0.8216  C14 1.084
21 H 2.6932 -6.1134 -0.4383  C15 1.084
22 H 1.0063 -5.8582 -0.6212  C15 1.078
23 H 1.7164 -6.3011 1.0086  C15 1.060
24 H 2.5210 -2.7003 -0.6667  O16 0.996
25 C -1.5647 -4.0276 -2.5756  C26 1.514, H29 1.103, H30 1.065, H31 1.095
26 C -1.0641 -2.7138 -3.1367  C25 1.514, C27 1.458, O28 1.457, H32 1.103
27 C -2.1376 -1.7387 -3.2893  C26 1.458, H33 1.104, H34 1.098, H35 1.094
28 O -0.0664 -2.1601 -2.2303  C26 1.457, H36 0.957
29 H -0.6683 -4.5370 -2.1839  C25 1.103
30 H -2.0933 -4.6973 -3.2136  C25 1.065
31 H -2.1437 -3.8884 -1.6569  C25 1.095
32 H -0.5365 -2.9140 -4.0842  C26 1.103
33 H -2.5620 -1.5784 -2.2825  C27 1.104
34 H -2.9396 -2.0984 -3.9469  C27 1.098
35 H -1.8668 -0.7684 -3.7164  C27 1.094
36 H 0.3586 -2.8271 -1.6916  O28 0.957
37 C -6.3597 -1.1375 0.8415  C38 1.489, H41 1.068, H42 1.111, H43 1.101
38 C -5.1382 -1.7767 1.4042  C37 1.489, C39 1.530, O40 1.442, H44 1.122
39 C -4.0037 -1.9444 0.3918  C38 1.530, H45 1.074, H46 1.065, H47 1.101
40 O -4.7598 -1.1155 2.6283  C38 1.442, H48 0.965
41 H -7.1249 -1.0928 1.5854  C37 1.068
42 H -6.6993 -1.7122 -0.0470  C37 1.111
43 H -6.1704 -0.1431 0.4072  C37 1.101
44 H -5.5098 -2.7908 1.7084  C38 1.122
45 H -3.1817 -2.2740 0.9995  C39 1.074
46 H -3.7572 -1.0234 -0.0828  C39 1.065
47 H -4.2144 -2.6499 -0.4272  C39 1.101
48 H -4.2253 -1.7284 3.1484  O40 0.965
49 C -4.2562 -4.7557 4.0817  C50 1.559, H53 1.121, H54 1.135, H55 1.107
50 C -2.8531 -4.2331 4.5161  C49 1.559, C51 1.524, O52 1.379, H56 1.082
51 C -1.7554 -5.1699 4.0268  C50 1.524, H57 1.062, H58 1.112, H59 1.084
52 O -2.7402 -2.9521 4.0169  C50 1.379, H60 0.977
53 H -4.2530 -5.8599 4.2738  C49 1.121
54 H -4.4025 -4.5423 2.9762  C49 1.135
55 H -5.0945 -4.3303 4.6656  C49 1.107
56 H -2.8097 -4.1782 5.5954  C50 1.082
57 H -2.0302 -6.1336 4.3794  C51 1.062
58 H -0.7539 -4.9049 4.4311  C51 1.112
59 H -1.7698 -5.1301 2.9434  C51 1.084
60 H -2.2145 -2.3932 4.6215  O52 0.977
61 C -3.2770 1.8318 3.3130  C62 1.545, H65 1.092, H66 1.081, H67 1.159
62 C -4.0255 2.1402 1.9969  C61 1.545, C63 1.560, O64 1.351, H68 1.104
63 C -5.5458 2.3379 2.2864  C62 1.560, H69 1.103, H70 1.081, H71 1.074
64 O -3.5144 3.2623 1.4452  C62 1.351, H72 1.015
65 H -2.2212 1.6944 3.0698  C61 1.092
66 H -3.6365 0.8757 3.6668  C61 1.081
67 H -3.4017 2.7057 4.0633  C61 1.159
68 H -3.8914 1.2918 1.3029  C62 1.104
69 H -6.0222 1.4381 2.7103  C63 1.103
70 H -6.1378 2.7670 1.4903  C63 1.081
71 H -5.6046 3.1217 3.0181  C63 1.074
72 H -2.5600 3.1204 1.1307  O64 1.015
73 C 1.2323 -0.5182 5.7904  C74 1.536, H77 1.054, H78 1.111, H79 1.126
74 C -0.1766 -0.2941 5.2210  C73 1.536, C75 1.546, O76 1.421, H80 1.107
75 C -0.1284 -0.5553 3.6985  C74 1.546, H81 1.070, H82 1.119, H83 1.073
76 O -1.0754 -1.2543 5.7597  C74 1.421, H84 0.979
77 H 1.2125 -0.3981 6.8375  C73 1.054
78 H 1.9857 0.1511 5.3221  C73 1.111
79 H 1.5089 -1.5853 5.5619  C73 1.126
80 H -0.5957 0.7103 5.4205  C74 1.107
81 H 0.5024 0.1745 3.2346  C75 1.070
82 H -1.2066 -0.3912 3.4501  C75 1.119
83 H 0.1289 -1.5646 3.4403  C75 1.073
84 H -1.2472 -1.0424 6.7003  O76 0.979
85 C -0.2131 4.1687 4.2286  C86 1.514, H89 1.094, H90 1.073, H91 1.115
86 C -1.5236 4.9200 4.1302  C85 1.514, C87 1.544, O88 1.454, H92 1.076
87 C -2.2376 4.9172 5.4987  C86 1.544, H93 1.105, H94 1.073, H95 1.081
88 O -1.3528 6.2900 3.6744  C86 1.454, H96 0.948
89 H 0.4140 4.4722 5.0715  C85 1.094
90 H 0.3015 4.3233 3.3004  C85 1.073
91 H -0.3375 3.0634 4.2991  C85 1.115
92 H -2.1561 4.5015 3.3671  C86 1.076
93 H -1.5303 5.3276 6.2414  C87 1.105
94 H -2.3913 3.9177 5.8575  C87 1.073
95 H -3.1851 5.4328 5.4274  C87 1.081
96 H -0.5432 6.6060 4.0538  O88 0.948
97 C -5.0629 1.6100 -4.2684  C98 1.532, H101 1.098, H102 1.129, H103 1.119
98 C -4.7424 2.5341 -3.0895  C97 1.532, C99 1.542, O100 1.411, H104 1.086
99 C -4.5105 1.8473 -1.7290  C98 1.542, H105 1.081, H106 1.097, H107 1.087
100 O -3.5556 3.1796 -3.4952  C98 1.411, H108 0.962
101 H -5.1431 2.2312 -5.1697  C97 1.098
102 H -6.0104 1.0059 -4.1553  C97 1.129
103 H -4.2146 0.8987 -4.4289  C97 1.119
104 H -5.4651 3.3406 -3.0043  C98 1.086
105 H -3.6487 1.2245 -1.9246  C99 1.081
106 H -5.3637 1.1666 -1.6157  C99 1.097
107 H -4.4647 2.5555 -0.9059  C99 1.087
108 H -2.9837 2.5542 -3.9509  O100 0.962
109 C 5.9018 -1.2217 0.2095  C110 1.466, H113 1.085, H114 1.117, H115 1.092
110 C 4.9053 -0.9392 -0.8278  C109 1.466, C111 1.531, O112 1.461, H116 1.089
111 C 5.0163 -1.9657 -1.9582  C110 1.531, H117 1.126, H118 1.050, H119 1.102
112 O 3.5540 -1.0238 -0.2799  C110 1.461, H120 0.973
113 H 6.0050 -0.5494 1.0545  C109 1.085
114 H 6.8847 -1.1577 -0.3170  C109 1.117
115 H 5.7927 -2.2215 0.6346  C109 1.092
116 H 4.9984 0.0670 -1.2325  C110 1.089
117 H 6.0228 -1.9268 -2.4625  C111 1.126
118 H 4.3221 -1.7389 -2.7132  C111 1.050
119 H 4.8776 -3.0114 -1.6390  C111 1.102
120 H 2.8688 -0.6821 -0.8809  O112 0.973
121 C 2.0347 -0.5112 -5.7550  C122 1.502, H125 1.075, H126 1.088, H127 1.098
122 C 3.3109 -0.9672 -5.1079  C121 1.502, C123 1.547, O124 1.471, H128 1.081
123 C 4.3706 -1.4765 -6.1128  C122 1.547, H129 1.091, H130 1.088, H131 1.068
124 O 3.8540 0.1999 -4.3950  C122 1.471, H132 0.966
125 H 2.2401 0.3745 -6.3294  C121 1.075
126 H 1.2563 -0.3235 -5.0190  C121 1.088
127 H 1.6660 -1.3202 -6.3991  C121 1.098
128 H 3.2011 -1.7661 -4.3888  C122 1.081
129 H 4.5864 -0.7558 -6.9037  C123 1.091
130 H 4.0532 -2.4444 -6.4936  C123 1.088
131 H 5.3037 -1.6035 -5.6092  C123 1.068
132 H 4.3910 -0.1209 -3.6587  O124 0.966
133 C 4.4327 4.1488 -2.1136  C134 1.534, H137 1.107, H138 1.093, H139 1.087
134 C 3.6515 3.1739 -1.2227  C133 1.534, C135 1.527, O136 1.433, H140 1.099
135 C 2.3969 2.6336 -1.9048  C134 1.527, H141 1.089, H142 1.086, H143 1.075
136 O 4.5047 2.0738 -0.8828  C134 1.433, H144 0.966
137 H 3.6841 4.8830 -2.4690  C133 1.107
138 H 4.8308 3.6266 -2.9875  C133 1.093
139 H 5.1865 4.6861 -1.5446  C133 1.087
140 H 3.2457 3.6553 -0.3224  C134 1.099
141 H 1.8097 3.4733 -2.2719  C135 1.089
142 H 1.7667 2.1281 -1.1786  C135 1.086
143 H 2.6245 1.9859 -2.7323  C135 1.075
144 H 5.3880 2.4518 -0.7843  O136 0.966
145 C 3.7062 1.0635 2.1913  O146 1.394, H147 1.071, H148 1.082, H149 1.078
146 O 3.0635 -0.1680 2.3052  C145 1.394, H150 0.949
147 H 3.6487 1.4475 1.1935  C145 1.071
148 H 3.2538 1.7588 2.8856  C145 1.082
149 H 4.7699 0.9935 2.3499  C145 1.078
150 H 3.1905 -0.6014 1.4702  O146 0.949
151 C 4.8623 -3.0844 3.4753  O152 1.452, H153 1.073, H154 1.150, H155 1.119
152 O 3.7719 -2.5499 4.2715  C151 1.452, H156 0.975
153 H 5.4426 -3.6186 4.2029  C151 1.073
154 H 4.5305 -3.7768 2.6188  C151 1.150
155 H 5.5356 -2.2673 3.1132  C151 1.119
156 H 3.3500 -1.7815 3.8454  O152 0.975
157 C 2.3834 -5.5367 -3.8734  O158 1.424, H159 1.109, H160 1.094, H161 1.077
158 O 2.8319 -4.2571 -3.4392  C157 1.424, H162 0.970
159 H 1.2869 -5.4817 -4.0294  C157 1.109
160 H 2.7486 -5.7480 -4.8830  C157 1.094
161 H 2.6003 -6.3278 -3.1749  C157 1.077
162 H 2.3166 -4.0220 -2.6512  O158 0.970
163 C 2.7989 3.1900 -5.6180  O164 1.400, H165 1.082, H166 1.062, H167 1.133
164 O 4.0101 2.5627 -5.9324  C163 1.400, H168 0.956
165 H 2.7200 3.6033 -4.6209  C163 1.082
166 H 2.6989 4.0089 -6.2865  C163 1.062
167 H 1.9233 2.4968 -5.8090  C163 1.133
168 H 4.0303 1.7357 -5.4530  O164 0.956
169 C -0.3983 2.0124 -3.5698  O170 1.427, H171 1.080, H172 1.088, H173 1.082
170 O -0.7514 2.8351 -2.4583  C169 1.427, H174 0.950
171 H -1.3116 1.6067 -3.9803  C169 1.080
172 H 0.1190 2.4914 -4.3982  C169 1.088
173 H 0.1787 1.1754 -3.1986  C169 1.082
174 H -1.6522 3.1378 -2.4665  O170 0.950
175 C 0.2641 0.1394 0.2295  O176 1.405, H177 1.103, H178 1.092, H179 1.097
176 O 0.8939 -0.1519 -0.9924  C175 1.405, H180 0.926
177 H 0.1457 -0.7914 0.8095  C175 1.103
178 H 0.9253 0.8017 0.7926  C175 1.092
179 H -0.7152 0.6174 0.0999  C175 1.097
180 H 0.3782 -0.8051 -1.3993  O176 0.926

Computed properties:
E_tot: -3026.3992 a.u.
ΔE to the lowest compared entry with this formula, charge and spin: 0.0 kJ/mol

Mulliken population analysis, charges in e, atoms 1 to 8:
1 C -1.648
2 C 0.803
3 C -1.325
4 O 0.696
5 H 0.281
6 H 0.635
7 H 0.167
8 H 0.221